Entry 1:
10
Properties=species:S:1:pos:R:3:nbo_charge:R:1 method="wB97M-V/def2-TZVPD" smiles="C=NN=S.C=S" max_force_ev_per_a=5.14 de_lowest_kj_mol=558.7 gap_ev=7.00
S -3.53601 -0.19743 -1.04670 0.07
S 2.43171 -0.13086 -0.15721 0.07
N -1.39103 0.92247 -0.07165 -0.11
N -2.05246 0.09567 -0.65958 -0.26
C -0.25877 1.32755 0.21960 -0.14
C 1.66504 -1.51647 0.16142 -0.46
H -0.02092 1.21587 1.34093 0.19
H 0.55250 -1.27368 0.41565 0.21
H 0.47338 1.98955 -0.35668 0.22
H 2.13657 -2.43269 0.15423 0.20



Entry 2:
10
Properties=species:S:1:pos:R:3:nbo_charge:R:1 method="wB97M-V/def2-TZVPD" smiles="[H]/N=C(/N)SC=S" max_force_ev_per_a=4.60 de_lowest_kj_mol=252.2 gap_ev=8.24
S 0.81126 0.47734 -2.51673 0.00
S 0.76092 0.07525 0.45377 0.37
N -1.00745 -1.58032 1.49760 -0.67
N -1.33013 0.60141 2.27187 -0.83
C 0.03082 0.18523 -1.06457 -0.56
C -0.72034 -0.33783 1.39167 0.25
H -0.15248 -2.27881 1.04022 0.36
H -1.02103 -0.37406 -1.24287 0.25
H -2.05682 0.02563 2.87087 0.42
H -1.42421 1.55372 1.99016 0.41



Entry 3:
10
Properties=species:S:1:pos:R:3:nbo_charge:R:1 method="wB97M-V/def2-TZVPD" max_force_ev_per_a=2.96 de_lowest_kj_mol=321.5 gap_ev=8.80
S 0.57732 1.11479 -1.43974 1.07
S 2.60452 0.53303 -0.66715 -0.36
N 0.03056 -0.56818 -1.67959 -0.57
N -0.26917 1.37308 -0.11552 -0.78
C -0.54479 -0.86751 -0.61601 0.14
C -0.37710 0.11150 0.52322 -0.34
H -0.81774 -1.87806 -0.34460 0.21
H 2.86601 1.73408 0.11538 0.17
H 0.61171 -0.15558 0.83607 0.24
H -1.16881 -0.03236 1.20356 0.22



We obtain lowest unoccupied orbital energy values of -0.79, -0.57, -0.14 eV for the records listed above, in that order.
We obtain total energy values of -26784.224, -26787.400, -26786.683 eV for the records listed above, in that order.